The following is a quantum chemistry calculation of a 5-piece molecular cluster, C10H30O5 overall, from the OMol25 dataset.

Structure (XYZ):
```
45
Properties=species:S:1:pos:R:3:forces:R:3
C -14.79614 -22.76015 -30.09175 0.199 -0.005 0.178
C -13.90435 -21.69682 -30.73071 0.250 -0.048 0.482
O -14.62432 -20.69199 -31.40412 -0.099 0.349 -0.106
H -14.32162 -23.17760 -29.19938 0.151 -0.102 -0.164
H -15.00900 -23.58334 -30.77500 -0.169 0.055 -0.012
H -15.72119 -22.30975 -29.73141 -0.069 0.051 -0.211
H -13.13569 -22.14219 -31.37288 -0.158 -0.096 -0.106
H -13.35002 -21.17637 -29.94442 -0.111 0.018 -0.017
H -15.03953 -21.00455 -32.22117 0.119 -0.163 -0.119
C -12.45340 -25.82742 -30.99592 -0.737 0.524 0.154
C -11.26649 -26.59702 -31.50681 0.324 -0.138 -0.541
O -10.84713 -26.13516 -32.79748 -0.027 -0.015 0.120
H -13.21800 -25.72015 -31.77276 0.095 -0.206 -0.072
H -12.21155 -24.80324 -30.70315 0.231 -0.088 0.005
H -12.95689 -26.30041 -30.14845 0.238 -0.101 0.025
H -11.48911 -27.66592 -31.57331 -0.026 -0.013 0.154
H -10.38328 -26.47639 -30.88218 -0.106 -0.014 0.204
H -11.44477 -26.50922 -33.45038 -0.021 0.068 -0.045
C -14.68976 -20.03446 -35.47764 0.196 0.236 0.195
C -15.42738 -21.32732 -35.24815 0.030 0.004 -0.029
O -15.81786 -21.36591 -33.87277 -0.212 -0.073 0.127
H -13.82544 -19.96993 -34.81171 0.003 -0.062 -0.095
H -15.32677 -19.18080 -35.24456 -0.072 -0.044 -0.065
H -14.34612 -19.94708 -36.50757 0.009 -0.052 -0.022
H -14.78771 -22.18868 -35.45892 -0.008 0.003 -0.081
H -16.30614 -21.38103 -35.89688 -0.014 -0.042 0.075
H -16.61371 -21.89398 -33.76979 0.013 -0.039 -0.050
C -13.44400 -16.87634 -30.03890 0.152 0.244 0.367
C -14.28800 -16.99594 -31.28408 -0.583 -0.320 -0.172
O -15.33240 -17.95681 -31.11307 0.267 0.322 -0.103
H -12.74271 -17.70495 -29.93210 -0.047 -0.046 0.021
H -14.10792 -16.86112 -29.17211 0.019 -0.109 -0.017
H -12.87862 -15.94148 -29.99919 0.086 -0.063 -0.204
H -13.70325 -17.26698 -32.16837 0.194 0.121 0.036
H -14.78160 -16.04718 -31.50067 -0.011 0.002 0.024
H -14.93738 -18.83790 -31.18417 -0.128 -0.177 0.067
C -16.92426 -26.83462 -29.87945 0.248 -0.009 0.604
C -18.16818 -26.98838 -30.69144 -0.225 -0.156 -0.490
O -17.82240 -27.71186 -31.87869 -0.091 0.093 0.069
H -16.51502 -27.81824 -29.64416 0.089 0.041 -0.070
H -17.16069 -26.34749 -28.93037 0.033 0.046 -0.042
H -16.16655 -26.23899 -30.38567 0.003 -0.033 -0.106
H -18.58548 -26.00834 -30.94892 -0.029 -0.033 -0.009
H -18.91986 -27.54291 -30.12146 -0.036 0.026 0.005
H -18.62548 -27.92387 -32.36409 0.029 0.044 0.037
```
Positions in Å, forces in eV/Å.

Results
ΔE to the lowest compared entry with this formula, charge and spin	0.4343	eV
lowest unoccupied orbital energy	0.37	eV
total charge	0
SMILES	CCO.CCO.CCO.CCO.CCO
molecular weight	230.3	g/mol